Entry 1:
Computed, not measured: a cluster of 3 separate species, C34H49ClF16N3O8P in total in a non-equilibrium geometry, with wB97M-V/def2-TZVPD.

Calculated values
* highest occupied orbital energy: -9.4 eV
* multiplicity: 1
* SMILES: C#C[C@@]1(CCC(N)=O)[C@@]([C@H](Cl)CC)(N(C)C(C)=O)C(=O)O[C@]1(CCCCCCCCC)P(=N)(O)O.FC(F)C(F)(F)COC(F)(F)C(F)F.FC(F)C(F)(F)COC(F)(F)C(F)F

Last column: Mulliken charge in e.
CARTESIAN COORDINATES (ANGSTROEM)
1 C 2.3783 0.1968 3.0084  -1.24
2 C 1.3998 -0.1165 2.1736  -0.31
3 C 0.1232 -0.5033 1.1910  0.47
4 C 0.7163 0.1552 -0.1441  -1.57
5 C 0.0436 -0.1547 -1.5485  0.24
6 C 0.7277 0.8789 -2.6258  0.20
7 N -0.0568 1.4734 -3.7485  -0.49
8 O 1.9750 1.2467 -2.5371  -0.62
9 C 0.1154 -2.0989 1.4918  0.91
10 C -0.9866 -3.1174 0.9385  0.27
11 Cl -1.3320 -3.1197 -0.8621  -0.11
12 C -2.4232 -3.1373 1.6967  0.15
13 C -3.5173 -3.9446 0.7644  -1.21
14 N 1.5824 -2.4477 1.3335  0.36
15 C 2.0819 -3.3744 2.3994  -0.93
16 C 1.8864 -3.1376 0.0558  0.46
17 C 1.7149 -4.7106 -0.2714  -0.80
18 O 2.4127 -2.4484 -0.9057  -0.60
19 C -0.4363 -1.8945 3.0376  -0.69
20 O -0.4113 -2.6244 4.0588  -0.58
21 O -1.1848 -0.6389 3.1650  -0.24
22 C -1.0577 0.3051 2.0190  0.02
23 C -0.5757 1.6370 2.8623  -0.47
24 C -1.7800 2.6136 3.3284  -0.73
25 C -2.6478 2.0164 4.5915  -0.03
26 C -3.7525 3.0920 5.0992  -0.93
27 C -4.9533 3.3299 4.0458  -0.38
28 C -6.0968 2.1717 4.1276  -0.57
29 C -7.0021 2.2616 2.7730  -0.16
30 C -8.3603 1.3871 2.9594  -0.51
31 C -8.3465 0.0375 2.0475  -0.84
32 P -2.6519 0.6594 0.9934  0.77
33 N -2.4002 2.0073 0.1247  -0.84
34 O -4.0539 0.8334 2.0087  -0.12
35 O -3.0563 -0.5570 -0.1214  -0.40
36 H 3.2213 0.5295 3.7124  0.39
37 H 0.6446 1.3146 0.0105  0.48
38 H 1.8666 -0.0425 -0.1422  0.64
39 H -1.0842 0.0240 -1.6486  0.04
40 H 0.3848 -1.2058 -1.9256  0.28
41 H 0.5305 2.0617 -4.3608  0.27
42 H -0.5727 0.7532 -4.2791  0.25
43 H -0.5522 -4.1839 1.1562  0.55
44 H -2.4150 -3.7499 2.6889  0.47
45 H -2.8968 -2.1117 1.8849  -0.39
46 H -3.1070 -4.9396 0.3587  0.32
47 H -4.3633 -4.2405 1.5161  0.40
48 H -4.0198 -3.2724 -0.0179  0.25
49 H 1.3355 -4.1966 2.6993  0.31
50 H 3.1317 -3.7837 2.1104  0.34
51 H 2.2642 -2.7331 3.3576  0.26
52 H 2.4966 -4.9781 -1.0966  0.11
53 H 0.6923 -5.0042 -0.7040  0.26
54 H 1.9332 -5.4190 0.6051  0.37
55 H 0.1389 2.3078 2.2267  0.32
56 H -0.0803 1.3383 3.8776  0.31
57 H -1.2414 3.5435 3.7977  0.43
58 H -2.4301 3.0443 2.4911  0.29
59 H -1.8707 1.9317 5.4607  0.39
60 H -3.0623 0.9635 4.3935  -0.03
61 H -4.0974 2.7940 6.1619  0.32
62 H -3.2084 4.1197 5.2119  0.31
63 H -4.5592 3.3854 2.9638  0.13
64 H -5.4482 4.3454 4.2926  0.40
65 H -6.7126 2.3673 5.0838  0.53
66 H -5.5706 1.1562 4.2637  0.00
67 H -7.2484 3.3830 2.5783  0.32
68 H -6.4332 1.8088 1.8778  -0.02
69 H -8.4256 1.1220 4.0938  0.31
70 H -9.2699 2.0043 2.6174  0.27
71 H -8.7202 0.3215 0.9834  0.26
72 H -9.1353 -0.7152 2.4634  0.30
73 H -7.3100 -0.4876 2.0280  0.15
74 H -1.4598 2.3903 0.3142  0.30
75 H -4.1237 0.0347 2.6095  0.28
76 H -3.6657 -0.2210 -0.8278  0.34
77 C 1.6280 5.0935 -3.2090  -0.52
78 C 2.6924 6.0893 -2.7093  0.78
79 C 2.1880 7.5021 -2.4060  0.13
80 F 1.6693 8.1094 -3.4910  -0.21
81 F 3.2115 8.2869 -1.9809  -0.28
82 F 3.7227 6.1160 -3.5908  -0.28
83 F 3.2069 5.5743 -1.5516  -0.33
84 O 1.5575 4.9000 -4.6293  -0.42
85 C 0.7780 5.8469 -5.3385  0.76
86 C 1.6107 6.6913 -6.3103  0.23
87 F 2.5915 7.3678 -5.6709  -0.21
88 F 0.8382 7.6190 -6.9293  -0.27
89 F 0.0724 6.5925 -4.4642  -0.28
90 F -0.1358 5.1264 -6.0342  -0.29
91 H 1.9227 4.1130 -2.8189  0.31
92 H 0.6426 5.2767 -2.7696  0.35
93 H 1.4306 7.4878 -1.6179  0.28
94 H 2.0772 6.0634 -7.0732  0.23
95 C 5.7501 -4.5669 -2.3326  -0.27
96 C 6.8014 -4.9945 -1.2904  0.88
97 C 8.2491 -4.6205 -1.6167  0.12
98 F 8.6843 -5.1884 -2.7580  -0.22
99 F 9.0803 -5.0518 -0.6334  -0.28
100 F 6.6795 -6.3255 -1.0583  -0.29
101 F 6.4686 -4.3801 -0.1142  -0.33
102 O 5.3318 -5.5685 -3.2697  -0.41
103 C 6.1452 -5.7449 -4.4164  0.78
104 C 6.7988 -7.1308 -4.4715  0.21
105 F 7.5699 -7.3635 -3.3852  -0.21
106 F 7.6087 -7.2408 -5.5541  -0.26
107 F 7.0381 -4.7374 -4.4929  -0.28
108 F 5.3209 -5.5929 -5.4814  -0.29
109 H 4.8404 -4.3346 -1.7691  -0.06
110 H 6.0110 -3.6269 -2.8282  0.39
111 H 8.3656 -3.5367 -1.6991  0.28
112 H 6.0428 -7.9180 -4.5225  0.23

Cartesian forces, eV/Å:
C -5.2 -1.5 -4.4
C 5.0 1.6 4.6
C 2.8 2.3 1.4
C 0.1 1.1 -0.2
C 1.1 0.6 -1.8
C 3.9 1.8 -1.0
N 1.1 -1.9 1.8
O -5.7 -1.5 0.1
C -1.1 1.9 1.0
C -0.3 -1.6 1.1
Cl 0.9 0.4 0.8
C -1.4 -1.1 -0.8
C -0.8 0.0 1.7
N -1.0 -3.1 -0.5
C 0.8 0.3 1.9
C 1.9 2.0 -4.8
C 0.8 -0.6 -0.1
O -2.6 -3.0 4.6
C -0.7 -0.7 3.5
O 0.2 2.8 -4.7
O 0.7 -2.3 -1.4
C 1.4 -2.0 1.6
C -0.9 1.7 -0.4
C 0.1 0.6 1.4
C 0.9 0.9 0.2
C 0.6 0.3 -0.6
C -0.4 -0.4 0.7
C 0.7 1.1 -0.6
C -0.4 -0.6 0.8
C 0.5 -0.2 -0.2
C -0.8 0.2 0.4
P -1.1 2.8 -2.1
N 0.0 -2.4 1.7
O 2.8 -2.1 -1.0
O -0.1 1.1 1.8
H -1.9 -0.8 -1.6
H 0.0 -2.1 -0.1
H -2.3 0.0 -0.4
H 1.7 -0.5 0.6
H -0.9 1.9 0.7
H -0.2 -0.7 0.6
H 0.2 0.7 0.5
H -0.7 2.0 -0.5
H 0.5 1.4 -1.7
H 1.0 -1.4 -0.2
H -0.6 1.8 0.4
H 1.4 0.5 -1.4
H 1.1 -1.2 1.0
H 1.2 1.0 -0.6
H -2.0 0.6 0.3
H -0.4 -1.1 -1.7
H -1.4 0.7 1.5
H 1.4 0.9 0.7
H -0.4 1.3 -1.1
H -1.1 -1.5 1.1
H -0.7 0.1 -2.4
H -0.9 -1.6 -0.9
H 0.9 -1.0 1.1
H -1.4 -0.1 -1.5
H 0.5 1.7 0.3
H 0.2 0.4 -1.8
H -0.8 -1.8 -0.1
H -0.5 -0.1 1.7
H 0.7 -1.6 -0.5
H 0.7 -0.4 -1.6
H -0.9 1.4 -0.4
H 0.5 -2.0 0.3
H -0.7 1.0 1.4
H -0.2 0.4 -2.1
H 1.3 -1.0 0.8
H 1.0 -0.6 1.7
H 1.5 1.3 -0.7
H -1.8 1.0 -0.1
H -0.8 -0.1 0.0
H 0.0 1.1 -0.9
H 0.8 0.1 1.0
C -0.1 -1.0 0.2
C 0.4 -0.6 -0.6
C 0.2 0.7 0.4
F 0.1 0.0 0.2
F 0.1 -0.3 0.0
F -0.2 0.2 0.2
F -0.4 0.3 0.1
O -0.4 1.6 -0.2
C -0.3 -1.4 1.4
C 0.5 0.5 -0.5
F -0.2 -0.4 -0.1
F -0.2 -0.3 0.2
F -0.1 0.1 -0.7
F 0.4 0.3 -0.3
H 0.2 0.1 -0.2
H 0.2 0.3 -0.1
H 0.0 -0.2 0.0
H -0.1 -0.2 0.1
C -0.9 0.3 0.0
C -0.6 -0.7 -0.1
C 0.8 0.2 0.4
F -0.1 0.0 0.2
F -0.3 0.0 0.1
F 0.2 0.2 -0.1
F 0.3 0.3 -0.3
O 1.5 -0.2 -0.5
C -1.1 1.5 0.7
C 0.4 -0.8 0.0
F -0.3 0.1 -0.1
F -0.3 0.4 0.0
F 0.0 -0.5 -0.4
F 0.3 -0.5 0.1
H 0.2 -0.2 0.0
H 0.2 -0.3 0.1
H -0.2 0.0 0.0
H -0.1 0.2 0.0

=====

Entry 2:
Computed, not measured: a structure of composition C33H29ClGeHgN2O9P2, with wB97M-V/def2-TZVPD.

Calculated values
* highest occupied orbital energy: -2.8 eV
* multiplicity: 1
* charge: -2
* ΔE to the lowest compared entry with this formula, charge and spin: 19.4 kJ/mol

Last column: Mulliken charge in e.
CARTESIAN COORDINATES (ANGSTROEM)
1 Hg -1.1911 -0.8773 -0.4429  1.90
2 O 0.5575 -4.5210 2.0669  -0.59
3 P 0.2765 -3.9060 0.6064  0.08
4 O 1.0456 -4.7016 -0.3976  -0.91
5 O 0.4852 -2.4169 0.6444  -0.01
6 O -1.2992 -4.1977 0.4626  -0.28
7 P -2.2240 -3.9802 -0.8781  0.56
8 O -1.1140 -4.1326 -2.0251  -0.45
9 O -3.2613 -5.0250 -0.9103  -0.88
10 O -2.6802 -2.5269 -0.8873  -0.57
11 H 0.0492 -4.0430 2.7266  0.28
12 H -0.3019 -4.5654 -1.7081  0.42
13 N 2.2211 -2.2293 -1.9399  -0.25
14 C 3.1590 -1.2624 -2.0239  -0.05
15 C 4.5194 -1.5116 -2.0940  -0.56
16 C 5.4329 -0.4735 -2.3472  -0.64
17 C 5.0271 0.8186 -2.5410  -0.97
18 C 3.6480 1.1245 -2.4166  1.03
19 C 3.1306 2.4344 -2.5587  -0.92
20 C 1.8029 2.6656 -2.3651  -1.12
21 C 0.9751 1.5891 -1.9732  -0.31
22 N 1.4205 0.3717 -1.8319  0.57
23 C 2.7229 0.1115 -2.1046  0.65
24 H 1.2693 -1.9211 -1.8017  -0.19
25 H 2.4176 -3.1263 -1.5213  0.29
26 H 4.8697 -2.5297 -1.9874  0.43
27 H 6.4877 -0.7183 -2.4120  0.35
28 H 5.7325 1.6070 -2.7699  0.37
29 H 3.8066 3.2407 -2.8255  0.35
30 H 1.3769 3.6537 -2.4760  0.46
31 H -0.0764 1.7469 -1.7535  0.40
32 Cl -4.3006 1.4222 -7.4661  -0.30
33 C -3.7269 1.2750 -5.8072  0.13
34 C -4.2360 2.1393 -4.8240  -0.44
35 C -3.7993 2.0491 -3.5350  -0.89
36 C -2.7967 1.0959 -3.1156  -0.13
37 O -2.3761 1.0747 -1.9359  0.00
38 C -2.3300 0.2092 -4.1506  1.26
39 C -1.3776 -0.8610 -3.9255  -0.50
40 O -0.8184 -1.1978 -2.8986  -0.53
41 C -2.8026 0.3286 -5.4669  -0.78
42 H -4.9807 2.8753 -5.1026  0.37
43 H -4.1880 2.7088 -2.7695  0.38
44 H -1.1426 -1.4346 -4.8478  0.07
45 H -2.4189 -0.3503 -6.2213  0.37
46 C -2.1156 2.5992 0.7566  -1.75
47 Ge -1.1203 0.9805 1.2472  1.77
48 C 0.7304 1.6298 1.5478  0.45
49 C 1.8221 0.8367 1.1942  0.06
50 C 3.1239 1.2977 1.3307  -0.71
51 C 3.3586 2.5684 1.8366  -0.66
52 C 2.2868 3.3643 2.2153  -0.61
53 C 0.9877 2.8947 2.0709  -0.51
54 C -1.7826 0.5870 3.0860  0.22
55 C -2.9471 1.1824 3.4992  -0.40
56 C -3.4945 0.9587 4.7849  -0.85
57 C -2.8678 0.1308 5.6635  -0.89
58 C -1.6650 -0.5200 5.2906  0.99
59 C -0.9936 -1.3857 6.1900  -0.82
60 C 0.1661 -2.0056 5.8292  -0.51
61 C 0.7051 -1.7955 4.5400  -1.04
62 C 0.0698 -0.9741 3.6513  0.03
63 C -1.1293 -0.3005 3.9996  -0.40
64 H -2.1476 3.3083 1.5845  0.57
65 H -3.1248 2.3510 0.4381  0.42
66 H -1.6154 3.0554 -0.0954  0.33
67 H 1.6495 -0.1578 0.7996  0.11
68 H 3.9513 0.6648 1.0309  0.40
69 H 4.3724 2.9375 1.9351  0.35
70 H 2.4623 4.3553 2.6168  0.37
71 H 0.1630 3.5318 2.3700  0.27
72 H -3.4786 1.8447 2.8307  0.36
73 H -4.4149 1.4570 5.0666  0.39
74 H -3.2750 -0.0477 6.6526  0.33
75 H -1.4250 -1.5479 7.1718  0.33
76 H 0.6699 -2.6685 6.5229  0.37
77 H 1.6128 -2.3037 4.2409  0.46
78 H 0.4741 -0.8615 2.6538  0.15

Cartesian forces, eV/Å:
Hg -0.7 0.2 0.3
O 0.1 -0.2 0.0
P 0.2 0.1 -0.3
O 0.0 0.0 0.0
O 0.0 0.1 0.0
O -0.1 -0.1 0.1
P -0.1 0.2 0.0
O -0.2 0.0 -0.3
O 0.0 0.0 0.0
O 0.5 -0.1 0.1
H -0.1 0.2 0.2
H 0.2 -0.1 0.1
N -0.1 0.0 0.1
C -0.1 0.0 0.0
C 0.1 0.1 0.0
C 0.0 -0.1 0.0
C -0.1 0.0 0.0
C 0.1 0.1 0.0
C 0.1 0.0 0.0
C -0.1 0.0 0.1
C 0.0 0.1 0.1
N 0.0 -0.2 -0.4
C 0.0 0.0 0.2
H 0.0 0.0 0.0
H 0.0 0.0 0.0
H 0.0 0.0 0.0
H 0.0 0.0 0.0
H 0.0 0.0 0.0
H 0.0 0.0 0.0
H 0.0 0.0 0.0
H -0.1 0.0 0.0
Cl 0.0 0.0 0.0
C 0.0 0.0 0.0
C 0.0 0.0 0.0
C 0.0 0.0 0.0
C 0.0 -0.1 0.0
O 0.0 0.1 0.1
C 0.0 -0.1 -0.1
C 0.0 0.0 -0.1
O 0.1 0.0 0.2
C 0.0 0.0 -0.1
H 0.0 0.0 0.0
H 0.0 0.0 0.0
H 0.0 0.0 0.0
H 0.0 0.0 0.0
C 0.0 0.0 -0.1
Ge 0.3 0.0 0.0
C 0.0 -0.1 0.0
C 0.0 0.0 0.0
C 0.0 0.0 0.0
C 0.0 0.0 0.0
C 0.0 0.0 0.0
C 0.0 0.0 0.0
C -0.2 -0.2 -0.1
C 0.0 0.0 0.1
C 0.0 0.1 -0.1
C 0.0 -0.1 0.0
C 0.0 0.0 0.1
C 0.0 0.0 0.0
C 0.1 0.0 0.0
C -0.1 -0.1 0.0
C 0.0 -0.1 -0.1
C 0.1 0.1 -0.1
H 0.0 0.1 0.0
H -0.1 0.0 0.0
H 0.0 0.0 -0.1
H 0.0 -0.1 -0.1
H 0.0 0.0 0.0
H 0.0 0.0 0.0
H 0.0 0.0 0.0
H 0.0 0.0 0.0
H 0.0 0.1 -0.1
H 0.0 0.0 0.0
H 0.0 0.0 0.0
H 0.0 0.0 0.0
H 0.0 0.0 0.0
H 0.0 0.0 0.0
H 0.0 -0.1 0.0

=====

no.,orbital gap (eV),E_LUMO (hartree),total energy (a.u.)
1,9.37,-0.00152,-4490.177095
2,6.90,0.15242,-5435.312600